1.
# C2H5N5O3P

A gas-phase ion, C2H5N5O3P (charge +1) at a distorted geometry (wB97M-V/def2-TZVPD, OMol25).

Results
LUMO level: -0.1898 Eh
SMILES string: NP(O)n1cn[n+](ON=O)c1
Kohn-Sham gap: 0.3090 hartree
HOMO level: -13.572 eV
net charge: +1
calculated total energy: -25023.8482 eV

Last column: Mulliken charge in e.
CARTESIAN COORDINATES (ANGSTROEM)
N  -0.45  1.27  2.60  -0.5480
P  -1.51  0.44  1.45  0.1869
O  -2.29  1.69  0.60  -0.4887
N  -0.33  -0.43  0.40  0.1219
C  -0.05  -1.85  0.29  0.0155
N  0.99  -1.98  -0.65  -0.6652
N  1.31  -0.75  -1.11  0.7972
O  2.26  -0.38  -1.99  -0.1745
N  2.20  -1.12  -3.18  0.3254
O  1.31  -0.71  -3.85  -0.1823
C  0.52  0.28  -0.50  -0.0866
H  -0.36  2.26  2.34  0.2788
H  -0.80  1.15  3.56  0.3020
H  -2.81  1.35  -0.16  0.3565
H  -0.61  -2.61  0.91  0.3850
H  0.62  1.39  -0.72  0.3760

2.
# C13H24Cl2F7INO2P2S

A gas-phase ion, C13H24Cl2F7INO2P2S (charge -1) at a distorted geometry (wB97M-V/def2-TZVPD, OMol25).

Results
LUMO level: 0.0897 Eh
Kohn-Sham gap: 0.2538 hartree
HOMO level: -4.465 eV
net charge: -1
calculated total energy: -101030.1847 eV

Last column: Mulliken charge in e.
CARTESIAN COORDINATES (ANGSTROEM)
C  -4.34  1.27  0.82  -0.9029
C  -3.83  0.34  -0.34  -0.5185
I  -5.43  -1.28  -0.32  -0.1348
C  -2.51  -0.43  -0.44  -0.8279
P  -0.70  0.08  -0.08  2.0268
S  -1.43  0.30  2.00  -0.4020
C  -0.46  -1.88  0.11  -1.5199
C  0.85  -2.60  -0.45  -0.5644
C  1.13  -3.88  0.55  -0.5247
C  2.61  -3.91  1.14  -0.3332
O  2.50  -3.97  2.61  -0.5428
C  1.03  0.33  0.74  -1.0745
Cl  1.38  -0.91  2.13  -0.0822
C  1.38  1.65  1.60  -0.0580
C  2.99  1.91  1.46  -1.2071
Cl  1.32  1.52  3.49  -0.1607
P  0.05  -0.47  -2.12  -0.1411
N  1.56  0.35  -2.55  -0.4946
O  -1.05  0.11  -3.35  -0.4451
C  -0.93  1.95  -0.54  -0.0922
F  -1.52  2.62  0.60  -0.3508
F  -2.01  2.14  -1.49  -0.3658
C  0.06  2.89  -1.26  0.4850
F  -0.68  4.16  -1.13  -0.3463
F  -0.02  2.80  -2.70  -0.2768
C  1.47  3.50  -1.03  0.5122
F  1.55  4.54  -2.03  -0.3220
F  2.62  2.81  -1.35  -0.1929
F  1.66  4.32  0.11  -0.2506
H  -4.19  0.87  1.89  0.2072
H  -4.03  2.37  0.75  0.1974
H  -5.49  1.32  0.73  0.4399
H  -4.15  0.84  -1.33  0.3664
H  -2.72  -1.28  0.31  0.6956
H  -2.51  -0.93  -1.48  0.2616
H  -2.06  -0.86  2.40  0.1899
H  -0.82  -2.19  1.13  0.5700
H  -1.21  -2.44  -0.58  0.3803
H  0.74  -3.14  -1.45  0.5022
H  1.83  -2.05  -0.44  0.1441
H  0.99  -4.87  -0.01  0.3119
H  0.41  -3.91  1.42  0.3235
H  3.19  -2.94  0.95  0.1930
H  3.22  -4.83  0.85  0.2723
H  1.86  -4.69  2.84  0.3112
H  1.86  0.12  0.01  0.6101
H  0.77  2.58  1.48  0.3684
H  3.57  1.45  2.34  0.3744
H  3.44  1.44  0.54  0.2560
H  3.24  3.01  1.48  0.2888
H  2.36  -0.29  -2.52  0.2634
H  1.50  0.80  -3.47  0.2097
H  -1.07  -0.63  -3.99  0.3705

3.
# C3HCl2N

A molecular structure, C3HCl2N at a distorted geometry (wB97M-V/def2-TZVPD, OMol25).

Results
LUMO level: -0.0288 Eh
energy above the lowest of the compared OMol25 structures with the same formula, charge and spin: 65.6 kcal per mole
Kohn-Sham gap: 0.2937 hartree
HOMO level: -8.777 eV
calculated total energy: -29658.1603 eV

Last column: Mulliken charge in e.
CARTESIAN COORDINATES (ANGSTROEM)
C  -0.29  -0.11  -1.15  0.1498
C  0.41  0.58  0.06  0.1568
C  -0.10  -0.46  0.75  0.1293
N  -0.81  -1.01  -0.42  -0.5228
Cl  1.48  1.83  0.49  -0.1783
Cl  -0.38  -1.01  2.43  -0.1463
H  -0.31  0.16  -2.16  0.4115

4.
# C6H14NO3P

A single C6H14NO3P molecule at a distorted geometry (wB97M-V/def2-TZVPD, OMol25).

Results
LUMO level (alpha / beta): 0.0259 / -0.1522 Eh
expectation value of S²: 2.01
Kohn-Sham gap (alpha / beta): 0.1607 / 0.2274 hartree
multiplicity: 3
HOMO level (alpha / beta): -3.668 / -10.328 eV
calculated total energy: -23363.1883 eV

Last column: Mulliken charge in e.
CARTESIAN COORDINATES (ANGSTROEM)
C  -1.46  -0.26  3.21  -0.3834
C  -1.42  0.49  1.98  -0.0819
C  2.04  0.47  -1.91  -1.4080
C  0.03  1.89  -1.43  -1.5494
C  0.83  -1.77  -0.17  -1.2803
C  0.54  0.43  -1.57  0.5088
N  0.29  -0.42  -0.30  -0.9372
O  -2.52  -0.14  -0.60  -0.6562
O  -1.60  -2.03  0.83  -0.6650
O  -2.67  0.37  2.66  -0.2955
P  -1.60  -0.59  0.42  1.0193
H  -1.55  -1.35  3.12  0.2244
H  -1.00  0.13  4.11  0.3359
H  -1.00  1.51  1.77  0.3034
H  2.36  1.02  -2.77  0.4267
H  2.73  0.79  -1.06  0.3394
H  2.36  -0.60  -2.03  0.3539
H  0.69  2.33  -0.68  0.4053
H  -1.03  1.99  -1.26  0.3503
H  0.31  2.48  -2.22  0.5152
H  0.74  -2.09  0.84  0.5749
H  0.34  -2.54  -0.71  0.4510
H  1.97  -1.95  -0.40  0.2707
H  -0.01  -0.19  -2.38  0.2167
H  0.61  0.02  0.56  0.9613

5.
# C11H89FO37P

34 unconnected molecules or ions with the total composition C11H89FO37P at a distorted geometry (wB97M-V/def2-TZVPD, OMol25).

Results
LUMO level: 0.0647 Eh
Kohn-Sham gap: 0.2232 hartree
HOMO level: -4.313 eV
net charge: -1
calculated total energy: -100616.3416 eV

Last column: Mulliken charge in e.
CARTESIAN COORDINATES (ANGSTROEM)
C  -4.11  0.25  -1.58  -0.5867
C  -3.21  1.52  -1.54  -0.2621
C  -1.89  1.18  -0.82  -0.4988
O  -0.68  1.80  -1.27  -0.6104
P  0.63  1.14  -0.23  0.6732
C  1.93  0.35  0.93  0.7125
F  1.38  -0.60  1.82  -0.2551
C  2.83  1.31  1.68  -0.2746
C  2.08  2.37  2.53  -0.9029
O  -0.54  0.94  1.05  0.3535
C  -1.87  1.17  0.72  1.4616
C  -2.35  2.44  1.38  -0.9654
C  -2.76  2.31  2.86  -0.4590
C  -1.82  1.45  3.73  -0.2301
C  -2.26  0.03  3.99  0.3797
O  -1.78  -0.63  4.88  -0.6311
O  -3.27  -0.53  3.23  -0.2222
H  -3.98  -0.28  -0.65  -0.6368
H  -3.72  -0.39  -2.36  0.4552
H  -5.16  0.49  -1.73  0.3498
H  -2.93  1.81  -2.55  0.2072
H  -3.78  2.31  -1.08  0.2205
H  -1.77  0.10  -1.06  0.4905
H  0.92  2.52  0.09  -0.1923
H  1.63  1.30  -1.27  -0.3596
H  0.38  -0.17  -0.83  -0.4157
H  2.57  -0.23  0.26  -0.4814
H  3.52  1.79  0.99  0.3672
H  3.45  0.72  2.35  0.3298
H  2.22  2.26  3.61  0.2313
H  2.50  3.35  2.28  0.2682
H  1.02  2.42  2.31  -0.1016
H  -2.47  0.29  0.98  -0.7395
H  -1.60  3.21  1.20  0.2985
H  -3.25  2.75  0.85  0.1758
H  -3.75  1.87  2.94  0.3996
H  -2.76  3.31  3.29  0.1887
H  -1.80  1.89  4.73  0.5380
H  -0.79  1.45  3.38  -0.2744
H  -2.81  -1.27  2.78  0.1310
O  -6.19  0.63  0.56  -0.6079
H  -5.42  0.19  0.93  0.2586
H  -6.90  -0.02  0.65  0.2941
O  -1.43  -3.15  6.95  -0.6263
H  -0.58  -3.59  6.77  0.3316
H  -1.47  -2.46  6.27  0.3565
O  1.10  -3.16  -0.41  -0.6054
H  1.42  -3.72  0.31  0.3102
H  0.84  -2.34  0.04  0.2854
O  3.54  -0.09  -2.04  -0.3238
H  3.91  -0.90  -1.68  0.1644
H  3.70  -0.17  -2.99  0.2837
O  -3.00  5.10  4.38  -0.6596
H  -3.85  5.04  4.82  0.2935
H  -3.09  5.85  3.78  0.3001
O  4.80  2.22  3.66  -0.5219
H  5.07  1.62  4.37  0.2429
H  4.41  2.97  4.12  0.3218
O  5.44  -1.87  -3.13  -0.6022
H  5.60  -2.66  -3.65  0.2707
H  6.06  -1.22  -3.49  0.2949
O  0.76  -3.32  4.32  -0.5391
H  0.42  -4.21  4.19  0.2616
H  -0.04  -2.80  4.44  0.2207
O  -4.18  4.37  -2.44  -0.5291
H  -4.39  5.24  -2.09  0.2491
H  -4.65  4.32  -3.27  0.2725
O  2.26  0.14  -4.31  -0.7626
H  1.58  -0.11  -4.94  0.2253
H  1.78  0.64  -3.63  0.3682
O  1.53  -5.52  1.90  -0.6483
H  1.61  -4.74  2.46  0.3066
H  0.61  -5.81  2.02  0.3356
O  0.06  -8.20  3.09  -0.6257
H  -0.54  -8.59  2.44  0.3163
H  0.93  -8.38  2.73  0.2945
O  -0.83  -5.76  -0.62  -0.7697
H  -1.09  -6.08  -1.49  0.2946
H  -0.06  -5.21  -0.80  0.3878
O  -0.55  -0.30  -4.71  -0.5524
H  -0.68  0.31  -3.97  0.2493
H  -0.98  0.14  -5.46  0.2774
O  -2.10  7.86  3.63  -0.5764
H  -1.94  8.59  3.03  0.2792
H  -1.57  8.07  4.41  0.3185
O  6.41  4.83  2.92  -0.6533
H  7.20  4.39  3.25  0.3191
H  5.74  4.15  2.97  0.3042
O  0.14  -5.94  -3.35  -0.6045
H  0.97  -6.37  -3.56  0.2974
H  0.07  -5.22  -3.99  0.3165
O  -2.13  1.39  -6.50  -0.5830
H  -2.30  2.30  -6.23  0.2716
H  -2.46  1.33  -7.41  0.2499
O  -5.11  -0.65  -4.24  -0.6020
H  -5.00  -1.44  -4.78  0.2929
H  -4.50  -0.01  -4.62  0.3019
O  -1.05  3.58  -5.40  -0.5137
H  -0.73  4.31  -5.94  0.2522
H  -0.65  3.73  -4.53  0.2854
O  -0.16  -8.39  0.09  -0.6413
H  -0.30  -7.48  -0.25  0.4269
H  0.76  -8.58  -0.13  0.2895
O  1.81  2.03  -6.66  -0.5947
H  2.54  1.58  -6.21  0.3655
H  1.10  1.38  -6.62  0.2609
O  6.08  0.13  0.53  -0.6890
H  5.35  -0.11  -0.06  0.3749
H  5.65  0.56  1.27  0.3406
O  -1.87  -4.79  3.86  -0.4746
H  -2.18  -5.69  3.73  0.2520
H  -2.67  -4.27  3.99  0.2503
O  7.51  3.09  0.43  -0.6450
H  7.24  2.19  0.19  0.3490
H  6.68  3.57  0.52  0.3133
O  1.60  -2.75  8.07  -0.6490
H  0.79  -2.79  8.59  0.3231
H  1.46  -2.00  7.48  0.3247
O  -6.65  0.26  -6.76  -0.6167
H  -7.06  0.06  -5.91  0.3209
H  -6.88  -0.49  -7.32  0.3007
O  4.98  1.34  -4.84  -0.6225
H  4.08  1.26  -4.47  0.3792
H  4.94  2.11  -5.40  0.2890
O  0.62  8.38  4.97  -0.6304
H  1.47  8.69  5.30  0.3000
H  0.48  7.54  5.43  0.3226
O  1.70  -0.35  -8.16  -0.6419
H  1.63  0.54  -8.51  0.3446
H  2.65  -0.52  -8.17  0.3106
O  7.58  -3.72  -3.36  -0.6326
H  7.79  -2.97  -3.93  0.3010
H  8.04  -3.52  -2.54  0.3316
O  -5.85  -2.13  3.23  -0.6037
H  -4.99  -1.83  3.56  0.3327
H  -6.01  -2.96  3.67  0.2808
O  -2.93  -2.05  0.56  -0.4856
H  -3.42  -2.48  -0.14  0.2326
H  -2.00  -2.21  0.32  0.2279

6.
# CH5N4P

A single CH5N4P molecule at a distorted geometry (wB97M-V/def2-TZVPD, OMol25).

Results
LUMO level: 0.0281 Eh
SMILES string: P[C@H]1N=NNN1
energy above the lowest of the compared OMol25 structures with the same formula, charge and spin: 51.4 kcal per mole
Kohn-Sham gap: 0.3461 hartree
HOMO level: -8.653 eV
calculated total energy: -16362.8747 eV

Last column: Mulliken charge in e.
CARTESIAN COORDINATES (ANGSTROEM)
C  0.28  0.10  0.51  -0.0156
N  0.49  -0.93  -0.54  -0.1023
N  0.29  -0.45  -1.65  -0.3304
N  -0.13  1.27  -0.28  -0.2711
N  -0.20  0.77  -1.56  -0.0439
P  -0.72  -0.85  1.68  -0.1766
H  1.31  0.45  1.21  0.2399
H  -1.05  1.48  0.00  0.2911
H  0.22  1.44  -2.17  0.2507
H  0.55  -1.55  2.10  0.0783
H  -1.04  -1.74  0.69  0.0799

7.
# C2HCl3OS

2 unconnected molecules or ions with the total composition C2HCl3OS at a distorted geometry (wB97M-V/def2-TZVPD, OMol25).

Results
LUMO level (alpha / beta): -0.0411 / -0.0443 Eh
energy above the lowest of the compared OMol25 structures with the same formula, charge and spin: 99.8 kcal per mole
Kohn-Sham gap (alpha / beta): 0.2971 / 0.3050 hartree
HOMO level (alpha / beta): -9.202 / -9.504 eV
calculated total energy: -52535.0038 eV

Last column: Mulliken charge in e.
CARTESIAN COORDINATES (ANGSTROEM)
C  0.99  0.00  0.32  -0.2469
C  -1.32  -0.57  -0.21  0.2480
O  2.87  1.62  -0.13  -0.4872
S  1.57  1.20  -0.69  0.4024
Cl  -1.75  -1.15  1.40  -0.1224
Cl  -1.39  -1.73  -1.45  -0.0649
Cl  -1.93  1.02  -0.56  -0.0914
H  0.97  -0.39  1.33  0.3623

8.
# C4H11MnN2O9P2S

A molecular structure, C4H11MnN2O9P2S (wB97M-V/def2-TZVPD, OMol25).

Results
LUMO level (alpha / beta): -0.0666 / -0.0222 Eh
expectation value of S²: 6.05
energy above the lowest of the compared OMol25 structures with the same formula, charge and spin: 16.7 kcal per mole
Kohn-Sham gap (alpha / beta): 0.3228 / 0.3845 hartree
multiplicity: 5
HOMO level (alpha / beta): -10.596 / -11.066 eV
calculated total energy: -86473.7826 eV

Last column: Mulliken charge in e.
CARTESIAN COORDINATES (ANGSTROEM)
Mn  -1.16  -0.57  -0.47  0.8575
N  2.07  1.66  -1.30  -0.2822
C  1.66  1.55  0.16  0.7720
C  2.68  2.24  1.05  -1.7948
P  1.54  -0.28  0.45  1.1010
O  0.39  -0.26  1.57  -0.4879
O  2.80  -0.91  0.83  -0.7509
O  0.79  -0.69  -0.84  -0.5715
P  -0.03  2.31  0.28  0.8727
O  0.25  3.56  -0.73  -0.5991
O  -0.38  2.76  1.63  -0.7161
O  -0.93  1.36  -0.52  -0.9415
H  3.07  1.50  -1.41  0.3454
H  1.82  2.59  -1.66  0.4089
H  1.57  0.94  -1.82  0.2947
H  3.62  1.68  1.07  0.4421
H  2.29  2.28  2.07  0.4053
H  2.86  3.27  0.73  0.4478
H  0.50  -0.95  2.24  0.3382
H  -0.21  4.35  -0.43  0.3481
N  -4.23  -0.22  -0.31  -0.6057
C  -3.08  -0.32  -0.39  0.5053
C  -3.09  -3.82  -0.22  -0.8725
S  -1.44  -3.24  -0.31  1.2705
O  -1.42  -2.28  -1.48  -0.5746
O  -0.55  -4.35  -0.43  -0.5867
O  -1.22  -2.33  0.85  -0.5666
H  -3.31  -4.34  -1.15  0.3438
H  -3.74  -2.96  -0.08  0.2628
H  -3.14  -4.51  0.63  0.3339

Repeat the sixth record exactly.
# CH5N4P

A single CH5N4P molecule at a distorted geometry (wB97M-V/def2-TZVPD, OMol25).

Results
LUMO level: 0.0281 Eh
SMILES string: P[C@H]1N=NNN1
energy above the lowest of the compared OMol25 structures with the same formula, charge and spin: 51.4 kcal per mole
Kohn-Sham gap: 0.3461 hartree
HOMO level: -8.653 eV
calculated total energy: -16362.8747 eV

Last column: Mulliken charge in e.
CARTESIAN COORDINATES (ANGSTROEM)
C  0.28  0.10  0.51  -0.0156
N  0.49  -0.93  -0.54  -0.1023
N  0.29  -0.45  -1.65  -0.3304
N  -0.13  1.27  -0.28  -0.2711
N  -0.20  0.77  -1.56  -0.0439
P  -0.72  -0.85  1.68  -0.1766
H  1.31  0.45  1.21  0.2399
H  -1.05  1.48  0.00  0.2911
H  0.22  1.44  -2.17  0.2507
H  0.55  -1.55  2.10  0.0783
H  -1.04  -1.74  0.69  0.0799

Question: Which of these has the highest calculated total energy?
Answer: CH5N4P